{"formula": "C36H50BaCl4F14N2O26PS4", "method": "ωB97M-V/def2-TZVPD", "energy_ev": -235821.6732, "homo_energy_ev": -7.49, "spin_multiplicity": 1, "molar_mass_g_mol": 1631.14, "charge": -1, "orbital_gap_ev": 7.49, "species": ["Ba", "P", "F", "F", "F", "F", "F", "F", "C", "F", "F", "F", "S", "O", "O", "N", "S", "O", "O", "C", "F", "F", "F", "N", "S", "O", "O", "F", "S", "O", "O", "F", "Cl", "C", "C", "Cl", "H", "H", "H", "H", "Cl", "C", "C", "Cl", "H", "H", "H", "H", "C", "O", "C", "C", "O", "C", "H", "H", "H", "H", "H", "H", "H", "H", "H", "H", "C", "O", "C", "C", "O", "C", "H", "H", "H", "H", "H", "H", "H", "H", "H", "H", "C", "O", "C", "C", "O", "C", "H", "H", "H", "H", "H", "H", "H", "H", "H", "H", "C", "C", "C", "O", "C", "C", "C", "O", "O", "O", "H", "H", "H", "H", "C", "C", "C", "O", "C", "C", "C", "O", "O", "O", "H", "H", "H", "H", "C", "C", "C", "O", "C", "C", "C", "O", "O", "O", "H", "H", "H", "H"], "xyz": [[-6.6345, -3.0121, 24.6159], [-4.6443, -5.6622, 26.2248], [-3.6784, -5.4526, 27.4996], [-3.9783, -4.3908, 25.4144], [-3.5461, -6.6349, 25.5882], [-5.6927, -5.7546, 24.9933], [-5.4545, -6.8867, 26.8802], [-5.6279, -4.5471, 26.9583], [-2.5243, -2.5759, 22.4266], [-2.6391, -1.2547, 22.3386], [-1.4950, -3.0024, 21.7278], [-2.3340, -2.8922, 23.6850], [-4.1500, -3.2880, 21.7648], [-4.1124, -3.3234, 20.3240], [-4.1913, -4.5945, 22.3784], [-5.3022, -2.2368, 22.5675], [-5.6767, -1.2175, 21.3943], [-4.6539, -0.5546, 20.6331], [-6.7527, -1.7785, 20.6313], [-6.4747, 0.1933, 22.4882], [-5.5111, 0.7172, 23.2384], [-7.0625, 1.1125, 21.7655], [-7.3786, -0.3995, 23.2773], [-9.2592, -2.1685, 24.5709], [-10.0060, -1.0147, 25.2881], [-11.4244, -1.1294, 25.4712], [-9.4185, 0.2965, 25.1185], [-9.5654, -1.3670, 26.7860], [-10.2265, -2.0637, 23.1623], [-10.2358, -0.8394, 22.4478], [-11.3260, -2.9758, 23.1052], [-9.0636, -2.8763, 22.2932], [-0.0297, -7.4125, 22.8730], [-1.7547, -6.9437, 23.0223], [-2.6673, -8.1066, 23.2636], [-2.6118, -9.3020, 21.9506], [-1.9209, -6.3397, 22.1327], [-1.7900, -6.2235, 23.8385], [-3.7243, -7.8799, 23.3681], [-2.3682, -8.5948, 24.1901], [-2.4647, 0.3154, 17.7493], [-1.2994, -0.8566, 18.4666], [-1.0970, -2.0383, 17.5264], [-0.1286, -1.5212, 16.1217], [-1.8312, -1.2250, 19.3455], [-0.3756, -0.4236, 18.8366], [-2.0309, -2.4319, 17.1308], [-0.5265, -2.8855, 17.9013], [-3.8724, -1.8819, 27.0591], [-4.9396, -1.3950, 26.2650], [-5.9006, -0.5224, 26.8945], [-6.7454, -1.2108, 27.9541], [-7.1598, -2.4678, 27.4578], [-7.8030, -3.2467, 28.4352], [-3.0331, -2.2535, 26.4798], [-4.1536, -2.6710, 27.7604], [-3.5479, -1.0179, 27.6557], [-6.5464, -0.2351, 26.0583], [-5.2961, 0.3550, 27.1337], [-7.5612, -0.4866, 28.0696], [-6.2183, -1.2666, 28.9097], [-7.0905, -3.6456, 29.1677], [-8.3288, -4.0931, 28.0016], [-8.4956, -2.6591, 29.0470], [-6.7541, 5.2204, 16.5775], [-5.7617, 4.6535, 17.3937], [-6.2079, 3.3922, 17.8445], [-5.1787, 2.6443, 18.6854], [-4.3268, 3.5106, 19.3996], [-3.9020, 2.8943, 20.6017], [-6.9003, 4.6293, 15.6609], [-6.5412, 6.2286, 16.2337], [-7.7527, 5.1771, 17.0246], [-6.3468, 2.8048, 16.9292], [-7.1341, 3.3872, 18.4315], [-4.6204, 2.0193, 17.9787], [-5.7316, 1.9825, 19.3555], [-3.2680, 2.0253, 20.3892], [-4.7518, 2.5336, 21.1820], [-3.2559, 3.5411, 21.1926], [1.0182, -2.8370, 24.3435], [1.1840, -3.2693, 25.6769], [-0.0559, -3.5300, 26.3126], [0.2716, -3.9723, 27.7092], [0.6393, -5.3330, 27.6418], [1.2527, -5.8762, 28.7667], [0.5087, -1.8647, 24.3404], [0.4426, -3.5471, 23.7427], [2.0059, -2.7168, 23.9026], [-0.6521, -4.3538, 25.9019], [-0.6609, -2.6168, 26.2638], [-0.5835, -3.8302, 28.3862], [1.1366, -3.4550, 28.1438], [0.5995, -5.7691, 29.6489], [2.2182, -5.4311, 29.0269], [1.2959, -6.9556, 28.6302], [-8.0082, -2.4386, 15.9163], [-8.2695, -1.2982, 16.5844], [-7.2447, -0.5934, 17.3975], [-7.4727, 0.4814, 17.9345], [-6.0353, -1.3435, 17.6372], [-5.8593, -2.5664, 17.1010], [-6.7230, -3.1309, 16.0134], [-6.4174, -4.0852, 15.3397], [-4.8457, -3.3325, 17.5399], [-9.4611, -0.7023, 16.5626], [-8.8508, -2.7997, 15.3385], [-5.2606, -0.9460, 18.2801], [-4.6599, -2.9955, 18.4396], [-9.4179, 0.1035, 17.1060], [-8.7801, -6.6632, 22.4962], [-9.2374, -7.8472, 22.0841], [-8.3909, -8.8407, 21.3694], [-8.7958, -9.9401, 21.0803], [-6.9987, -8.4053, 21.1465], [-6.5482, -7.2104, 21.5454], [-7.3937, -6.2228, 22.3445], [-7.0325, -5.1263, 22.7125], [-5.3108, -6.7813, 21.2914], [-10.4920, -8.2319, 22.2898], [-9.4750, -5.9804, 22.9732], [-6.3008, -9.0262, 20.6000], [-5.1679, -5.9350, 21.7656], [-10.6943, -9.1222, 21.9744], [-10.6611, -3.9931, 18.6194], [-9.4329, -3.6758, 19.0814], [-8.3448, -4.7070, 19.1767], [-7.1932, -4.4665, 19.4399], [-8.7558, -6.0861, 18.8329], [-9.9676, -6.3735, 18.3287], [-11.0381, -5.3502, 18.2236], [-12.1796, -5.6290, 17.9054], [-10.2727, -7.6468, 17.9933], [-9.1363, -2.4241, 19.4201], [-11.4402, -3.2695, 18.4239], [-8.0527, -6.9044, 18.8957], [-11.1424, -7.6045, 17.5604], [-8.2485, -2.4060, 19.8414]], "forces_ev_per_a": [[-0.044, -1.099, 1.097], [0.428, 0.269, 1.275], [-0.010, -0.164, -0.252], [0.168, 0.026, 0.168], [-0.584, -0.030, -0.409], [-0.161, 0.011, -0.627], [0.529, 0.375, 0.315], [-0.529, -0.364, -0.579], [-0.904, 0.682, -0.260], [0.510, 0.186, -0.097], [0.168, -0.154, -0.522], [-0.247, -0.333, 0.488], [-0.043, -1.154, 1.337], [-0.120, 0.965, 0.830], [-0.178, 0.795, 0.473], [3.425, -1.385, -2.733], [-2.450, 2.695, -0.453], [0.325, -0.248, 0.662], [-0.288, 0.141, -0.069], [0.969, -1.718, -0.903], [-0.128, 0.261, 0.161], [0.079, 0.044, -0.099], [0.010, 0.055, 0.317], [-2.155, 0.034, -2.681], [-0.279, 3.737, 5.560], [0.277, -0.038, -1.517], [-0.493, -1.184, -0.336], [0.620, -0.246, 0.063], [2.078, -3.890, -3.157], [-0.379, 0.556, 0.937], [0.582, 0.850, 0.669], [-0.509, 0.180, 0.771], [0.038, -0.208, 0.154], [0.312, 1.167, -0.200], [-0.050, -0.390, 0.337], [0.115, -0.265, -0.261], [-0.497, -0.449, -0.203], [-0.182, -0.311, 0.261], [0.154, 0.628, -0.043], [0.059, -0.139, -0.125], [0.704, -0.071, 0.153], [-0.980, -1.198, 0.415], [0.251, 0.208, -0.418], [0.174, 0.151, -0.465], [0.010, -0.052, 0.039], [0.018, 0.421, -0.512], [-0.131, 0.206, 0.146], [-0.110, 0.253, 0.680], [-0.016, 0.914, 1.329], [-0.455, -0.961, -1.053], [1.139, -0.956, -1.235], [0.409, 1.141, -0.194], [0.089, 0.682, -0.196], [-0.077, -0.223, 1.255], [-0.300, 0.134, -0.484], [-0.310, -0.060, -0.191], [0.385, -0.173, 0.068], [-0.123, 0.113, 0.091], [-0.631, 0.218, 0.887], [-0.435, -0.469, 0.334], [0.044, -0.434, 0.025], [0.260, -0.056, -0.293], [0.049, 0.167, -0.331], [-0.246, 0.131, -0.422], [-0.643, -0.651, -0.798], [-0.354, 0.574, 0.463], [0.335, -0.464, -0.238], [0.220, 0.099, -0.783], [-0.139, 0.019, 0.616], [0.604, -0.564, -0.335], [0.291, -0.142, -0.100], [0.412, 0.117, 0.490], [0.074, 0.316, 0.454], [-0.479, -0.332, 0.246], [-0.210, 0.709, -0.338], [0.368, -0.073, 0.373], [0.072, -0.086, 0.005], [-0.146, -0.195, -0.137], [-0.081, 0.169, 0.198], [-0.362, 0.502, -0.120], [-0.001, 0.152, 0.203], [-0.295, -0.437, -0.458], [0.466, 0.257, 0.331], [0.394, -0.237, 0.955], [-0.158, -0.346, -0.780], [-0.953, -0.094, 0.932], [-0.063, 0.010, -0.173], [-0.001, -0.070, 0.038], [0.009, -0.027, 0.042], [0.236, 0.042, -0.565], [-0.114, 0.015, 0.286], [-0.051, -0.087, -0.067], [-0.186, 0.526, -0.242], [0.073, 0.230, 0.041], [0.135, -0.047, -0.299], [0.466, 0.069, -0.273], [-0.991, 0.757, 0.030], [-0.176, 0.014, -0.203], [0.904, -0.153, 1.057], [-0.500, -0.110, -0.553], [0.075, -0.104, -0.539], [1.085, 0.132, 0.583], [-0.784, 0.166, 0.225], [0.241, -0.020, 0.076], [-0.357, 0.141, -0.061], [-0.236, -0.078, -0.292], [0.375, -0.473, -0.234], [-0.218, 0.161, 0.196], [0.305, -0.459, -0.275], [0.242, -0.062, 0.076], [-0.226, 0.717, 0.620], [-0.666, -0.698, -0.172], [2.274, 0.411, 0.201], [-0.719, -0.230, -0.118], [-0.265, -0.171, -0.363], [0.945, 1.273, 0.592], [-1.951, -1.255, -1.057], [0.755, 0.122, 0.136], [-0.470, -0.382, 0.208], [-0.576, 0.719, 0.447], [0.092, 0.026, 0.069], [-0.206, -0.235, 0.000], [0.185, 0.014, -0.189], [0.618, -0.156, -0.322], [0.083, -0.275, -0.472], [-0.538, 0.739, -0.043], [-0.625, -1.695, -0.580], [0.201, 0.797, 0.381], [-0.514, -0.016, -0.337], [0.665, -0.823, 0.389], [0.072, 1.083, 0.619], [0.259, -0.591, -0.349], [-0.313, 0.646, -0.234], [0.410, -0.400, -0.012], [0.144, 0.271, 0.346], [0.329, 0.214, 0.119], [-0.080, -0.125, 0.162], [-0.105, 0.180, -0.069]], "lowdin_charge": [2.03, 0.18, -0.14, -0.22, -0.12, -0.22, -0.13, -0.23, -0.68, 0.13, 0.17, 0.16, 0.71, -0.25, -0.30, -0.49, 0.57, -0.29, -0.28, -0.64, 0.15, 0.19, 0.05, -0.43, 0.42, -0.25, -0.28, -0.20, 0.56, -0.22, -0.24, -0.25, 0.53, -0.66, -0.67, 0.54, 0.06, 0.05, 0.05, 0.07, 0.60, -0.62, -0.65, 0.53, 0.04, 0.08, 0.06, 0.07, -0.09, -0.33, -0.17, -0.20, -0.32, -0.10, 0.07, 0.09, 0.10, 0.11, 0.14, 0.13, 0.14, 0.10, 0.10, 0.10, -0.13, -0.16, -0.22, -0.22, -0.15, -0.10, 0.08, 0.08, 0.08, 0.12, 0.13, 0.08, 0.10, 0.07, 0.07, 0.09, -0.11, -0.17, -0.21, -0.21, -0.18, -0.13, 0.09, 0.08, 0.09, 0.13, 0.11, 0.13, 0.13, 0.09, 0.09, 0.09, 0.07, -0.25, -0.31, 0.11, 0.05, -0.21, -0.32, 0.13, 0.10, 0.11, 0.13, 0.10, 0.07, 0.12, 0.08, -0.24, -0.33, 0.12, 0.07, -0.22, -0.29, -0.04, 0.09, 0.12, 0.14, 0.14, 0.06, 0.12, 0.08, -0.22, -0.29, 0.14, 0.08, -0.23, -0.33, 0.10, 0.09, 0.10, 0.14, 0.13, 0.11, 0.06]}